Record 1
Computed, not measured: a molecular structure, C30H43N5O7PRuS2Se2, with ωB97M-V/def2-TZVPD.

```
91
Properties=species:S:1:pos:R:3:lowdin_spin:R:1
Ru 0.10 -1.81 -0.59 1.5490
C 6.22 7.14 3.81 0.0023
O 5.92 6.52 5.04 0.0412
C 4.89 5.62 5.04 0.0895
C 4.62 5.00 6.26 -0.0202
C 3.60 4.08 6.36 0.0788
C 2.81 3.75 5.24 0.0260
C 3.09 4.39 4.02 0.1136
C 4.12 5.32 3.92 -0.0048
N 1.83 2.81 5.42 0.5345
N 1.04 2.59 4.38 0.5107
C 1.22 1.55 3.58 0.0530
C 2.34 0.68 3.65 0.1333
C 2.50 -0.38 2.77 0.0288
C 1.57 -0.65 1.75 0.1219
O 1.70 -1.62 0.92 0.1757
C 0.42 0.23 1.65 0.0320
N -0.46 -0.03 0.66 0.0809
C -1.54 0.71 0.54 0.0006
C -1.81 1.78 1.39 0.0261
C -0.92 2.08 2.39 -0.0020
C 0.23 1.30 2.55 0.0422
H 7.07 7.80 4.00 -0.0002
H 5.38 7.74 3.44 0.0006
H 6.50 6.41 3.05 0.0006
H 5.24 5.25 7.11 -0.0033
H 3.39 3.59 7.30 0.0038
H 2.49 4.15 3.16 0.0096
H 4.31 5.79 2.97 -0.0029
H 3.07 0.86 4.42 0.0102
H 3.35 -1.04 2.86 -0.0017
H -2.21 0.43 -0.27 -0.0002
H -2.72 2.35 1.26 0.0024
H -1.08 2.90 3.07 0.0026
O -1.54 -6.67 1.19 0.0044
C -1.68 -6.28 -0.17 0.0026
C -2.75 -5.21 -0.38 0.0025
C -4.11 -5.86 -0.07 0.0001
O -5.22 -4.97 -0.21 0.0003
C -2.58 -4.02 0.59 0.0193
Se -0.76 -3.46 1.14 0.1413
C -2.78 -4.78 -1.85 0.0093
Se -1.16 -3.94 -2.54 0.0513
H -1.03 -5.96 1.62 0.0039
H -1.96 -7.18 -0.73 0.0000
H -0.74 -5.90 -0.56 0.0011
H -4.07 -6.28 0.94 0.0001
H -4.30 -6.67 -0.77 0.0002
H -5.04 -4.19 0.32 0.0000
H -3.06 -4.27 1.54 0.0045
H -3.08 -3.13 0.19 0.0009
H -3.60 -4.09 -2.05 0.0003
H -2.94 -5.66 -2.49 0.0015
C 2.50 -4.38 -1.03 0.0026
O 2.40 -3.58 -2.22 0.0187
P 1.88 -2.07 -2.07 0.0571
O 3.24 -1.37 -1.62 0.0075
C 3.21 0.03 -1.30 0.0059
O 1.85 -1.63 -3.62 0.0117
C 0.64 -1.71 -4.38 0.0019
H 1.62 -5.02 -0.96 0.0001
H 2.55 -3.76 -0.13 0.0008
H 3.40 -4.97 -1.12 0.0001
H 3.97 0.20 -0.54 0.0002
H 2.24 0.34 -0.92 0.0049
H 3.45 0.61 -2.20 0.0001
H 0.80 -1.10 -5.27 0.0001
H -0.20 -1.32 -3.80 0.0014
H 0.44 -2.74 -4.67 0.0006
C -2.80 -0.14 -5.43 -0.0002
C -2.90 1.12 -4.60 0.0002
N -1.55 1.55 -4.22 0.0025
C -1.15 1.91 -2.98 0.0038
S 0.41 1.62 -2.47 0.0121
N -2.06 2.51 -2.17 0.0036
C -3.12 3.42 -2.59 0.0004
C -4.42 3.11 -1.87 0.0001
H -3.80 -0.44 -5.77 0.0000
H -2.39 -0.96 -4.84 -0.0001
H -2.18 0.02 -6.32 0.0000
H -3.47 0.92 -3.69 0.0001
H -3.42 1.90 -5.17 0.0001
H -0.80 1.11 -4.73 0.0000
H -1.65 2.71 -1.27 0.0001
H -3.25 3.34 -3.66 0.0000
H -2.81 4.45 -2.38 0.0001
H -4.76 2.09 -2.10 0.0000
H -5.20 3.81 -2.16 0.0000
H -4.29 3.17 -0.79 0.0000
S -2.83 -1.37 -2.01 -0.0025
C -1.40 -2.14 -1.74 -0.0121
```

As for the total energy: -8004.9683 a.u. As for the expectation value of S²: 6.10. The charge is -1. The gap between HOMO and LUMO (spin up / spin down) comes out at 0.224 / 0.231 hartree. The maximum force comes out at 0.00533 Eh/bohr. As for the energy above the lowest of the compared OMol25 structures with the same formula, charge and spin: 0.0442 eV. The spin multiplicity is 5.


Record 2
Computed, not measured: a gas-phase ion, C7H13INO (charge +1), with ωB97M-V/def2-TZVPD.

```
23
Properties=species:S:1:pos:R:3:nbo_charge:R:1
C -0.09 0.55 2.03 -0.0885
C -0.90 -0.30 -0.04 0.2374
C 1.23 -0.01 1.76 -0.6680
C 1.51 -0.23 0.23 -0.2362
C -1.83 2.04 0.00 -0.5698
C 0.33 -2.32 0.15 -0.4294
C -1.21 0.83 -0.80 -0.1508
N 0.38 -0.91 -0.41 -0.5099
O -0.37 1.29 -1.83 -0.7444
I -0.75 0.78 3.95 0.4357
H 2.09 0.69 1.98 0.2970
H 1.50 -0.86 2.24 0.2438
H 1.71 0.86 -0.12 0.2544
H 2.53 -0.75 0.32 0.2579
H -2.31 2.56 -0.75 0.2240
H -0.96 2.42 0.40 0.2093
H -2.58 1.75 0.83 0.2506
H 0.02 -2.41 1.17 0.2399
H -0.57 -2.85 -0.42 0.2560
H 1.36 -2.87 0.00 0.2375
H -2.07 0.51 -1.49 0.2764
H 0.22 -0.96 -1.46 0.4808
H -0.23 2.26 -1.74 0.4960
```

As for the total energy: -701.6529 a.u. The charge is +1. The gap between HOMO and LUMO (spin up / spin down) comes out at 0.247 / 0.261 hartree. The maximum force comes out at 0.08359 Eh/bohr. As for the energy above the lowest of the compared OMol25 structures with the same formula, charge and spin: 8.2694 eV.


Record 3
Computed, not measured: a molecular structure, C26H42F4N3O4PtSi4Te, with ωB97M-V/def2-TZVPD.

```
85
Properties=species:S:1:pos:R:3:lowdin_spin:R:1
Pt -1.28 -1.11 0.83 0.6977
C -2.68 1.30 -0.63 0.0115
N -3.05 -0.04 -0.18 0.1031
C -3.61 -0.83 -1.28 0.0084
C -3.97 0.05 0.96 0.0034
C -4.25 -1.30 1.60 0.0035
N -3.04 -2.11 1.60 0.0424
C -3.12 -3.38 2.05 0.0071
C -2.16 -4.36 1.66 0.0062
F -1.15 -4.02 0.84 0.0091
C -2.20 -5.67 2.09 0.0006
F -1.24 -6.51 1.66 -0.0001
C -3.19 -6.15 2.93 0.0032
C -4.14 -5.23 3.32 0.0001
F -5.13 -5.62 4.15 -0.0002
C -4.11 -3.91 2.92 0.0044
F -5.05 -3.10 3.46 0.0006
H -3.56 1.85 -1.00 0.0030
H -1.93 1.23 -1.43 0.0114
H -2.24 1.83 0.21 -0.0001
H -4.54 -0.37 -1.65 0.0020
H -3.80 -1.84 -0.94 0.0008
H -2.88 -0.87 -2.09 0.0080
H -4.91 0.53 0.64 0.0026
H -3.49 0.71 1.68 0.0002
H -5.05 -1.81 1.05 0.0004
H -4.64 -1.09 2.59 -0.0001
H -3.22 -7.18 3.25 0.0003
O 3.53 -2.30 1.83 0.0323
C 2.54 -1.59 1.61 0.0183
O 2.45 -0.64 0.77 0.1293
C 1.28 -1.85 2.42 0.0416
C 1.09 -3.05 3.07 -0.0045
C -0.04 -3.26 3.87 0.0237
C -0.97 -2.26 4.05 -0.0067
C -0.77 -1.05 3.41 0.0457
C 0.31 -0.82 2.54 -0.0021
N -1.67 0.06 3.72 0.0113
O -2.64 -0.17 4.42 0.0155
O -1.43 1.16 3.26 0.0129
H 1.85 -3.81 2.97 -0.0007
H -0.19 -4.22 4.35 0.0016
H -1.85 -2.40 4.66 -0.0007
H 0.58 0.17 2.23 -0.0012
C 2.06 0.26 -4.82 0.0018
Si 1.26 1.64 -3.82 0.0105
C 1.90 3.30 -4.43 0.0010
C -0.60 1.59 -4.17 0.0094
Si 1.68 1.34 -1.52 0.0504
Te 0.51 -0.83 -1.00 0.6446
Si 3.99 0.92 -1.27 0.0132
C 4.85 2.06 -2.53 0.0026
C 4.71 1.36 0.41 0.0034
C 4.40 -0.85 -1.72 0.0027
Si 1.05 3.31 -0.41 0.0001
C 2.48 4.52 -0.62 0.0001
C 0.74 2.99 1.40 -0.0002
C -0.47 4.14 -1.18 0.0000
H 1.79 0.35 -5.88 0.0001
H 1.72 -0.72 -4.47 0.0017
H 3.15 0.29 -4.74 0.0001
H 1.68 3.41 -5.50 0.0003
H 2.99 3.39 -4.30 0.0000
H 1.43 4.13 -3.91 0.0000
H -0.77 1.74 -5.24 0.0001
H -1.15 2.37 -3.64 0.0001
H -1.02 0.62 -3.89 0.0097
H 4.68 3.12 -2.31 0.0000
H 4.51 1.87 -3.55 0.0000
H 5.93 1.88 -2.50 0.0006
H 4.37 2.34 0.76 0.0001
H 5.80 1.40 0.33 0.0003
H 4.42 0.61 1.14 0.0001
H 3.96 -1.14 -2.68 0.0003
H 4.03 -1.52 -0.95 0.0013
H 5.49 -0.96 -1.80 0.0000
H 3.40 4.15 -0.17 0.0001
H 2.22 5.47 -0.14 0.0000
H 2.68 4.73 -1.68 0.0000
H 1.63 2.57 1.88 0.0000
H -0.08 2.28 1.54 -0.0002
H 0.46 3.91 1.93 0.0000
H -0.57 3.96 -2.26 0.0000
H -0.38 5.23 -1.04 0.0000
H -1.39 3.82 -0.70 0.0001
```

As for the total energy: -3425.9888 a.u. As for the expectation value of S²: 2.01. The charge is -1. The gap between HOMO and LUMO (spin up / spin down) comes out at 0.226 / 0.216 hartree. The maximum force comes out at 0.01370 Eh/bohr. As for the energy above the lowest of the compared OMol25 structures with the same formula, charge and spin: 0.2515 eV. The spin multiplicity is 3.


Record 4
Computed, not measured: a molecular structure, C19H26BCaN5O4S, with ωB97M-V/def2-TZVPD.

```
57
Properties=species:S:1:pos:R:3:nbo_charge:R:1
Ca 0.18 0.33 -0.03 1.6517
O 3.57 -1.36 2.14 -0.6180
C 3.54 -0.88 1.02 0.6799
C 4.76 -0.72 0.12 -0.5235
C 4.23 0.01 -1.10 -0.5173
C 2.76 0.14 -0.78 0.6583
O 1.93 0.67 -1.54 -0.7312
N 2.40 -0.38 0.41 -0.8104
H 5.17 -1.70 -0.10 0.2380
H 5.53 -0.17 0.67 0.2325
H 4.34 -0.53 -2.04 0.2401
H 4.65 1.00 -1.25 0.2392
N 2.06 1.12 3.19 -0.8207
C 0.89 0.49 3.57 0.4007
C 0.69 0.06 4.89 -0.2991
C -0.51 -0.52 5.22 -0.1349
C -1.49 -0.66 4.24 -0.3072
C -1.20 -0.21 2.97 0.0564
N -0.03 0.36 2.63 -0.5781
H 2.87 0.76 3.68 0.3973
H 2.20 1.09 2.18 0.4089
H 1.48 0.17 5.61 0.2198
H -0.68 -0.87 6.22 0.2193
H -2.45 -1.11 4.44 0.2272
H -1.91 -0.31 2.16 0.2221
C -4.33 -1.72 -2.28 -0.6275
C -4.25 -1.15 -0.87 0.2230
C -5.29 -1.82 0.02 -0.6187
O -2.95 -1.47 -0.36 -0.7553
B -2.09 -0.36 -0.50 0.2333
O -2.88 0.73 -0.91 -0.7623
C -4.27 0.40 -0.83 0.2468
C -4.99 1.06 -1.99 -0.6245
C -4.79 0.97 0.49 -0.6327
H -4.14 -2.80 -2.23 0.2169
H -3.58 -1.28 -2.93 0.2173
H -5.31 -1.57 -2.73 0.2030
H -5.20 -2.90 -0.07 0.2161
H -6.30 -1.54 -0.27 0.2033
H -5.15 -1.56 1.07 0.2108
H -4.52 0.82 -2.94 0.2211
H -4.97 2.14 -1.87 0.2144
H -6.04 0.75 -2.03 0.2023
H -4.28 0.51 1.34 0.2023
H -5.86 0.83 0.61 0.2059
H -4.57 2.03 0.50 0.2147
S 0.63 3.30 0.33 -0.2858
C -0.36 3.32 1.69 0.2642
N 0.18 3.61 2.91 -0.5260
C -0.51 3.62 4.06 0.1072
C -1.85 3.38 4.02 -0.3429
C -2.39 3.13 2.73 0.1459
N -1.70 3.11 1.63 -0.4537
H 1.20 3.70 2.93 0.4502
H 0.06 3.81 4.96 0.2289
H -2.45 3.37 4.91 0.2422
H -3.45 2.93 2.62 0.2086
```

As for the total energy: -2415.2026 a.u. The gap between HOMO and LUMO comes out at 0.233 hartree. The maximum force comes out at 0.03473 Eh/bohr. As for the energy above the lowest of the compared OMol25 structures with the same formula, charge and spin: 0.1075 eV.


Question: Which value of energy above the lowest of the compared OMol25 structures with the same formula, charge and spin does entry 2 give?
Answer: 8.2694 eV


Question: What is the energy above the lowest of the compared OMol25 structures with the same formula, charge and spin in the first record?
Answer: 0.0442 eV